# 1
C12H24LiN4OSTa | ωB97M-V/def2-TZVPD

Cartesian coordinates (Å):
N  1.83  -0.27  0.31
C  2.94  -0.95  0.63
O  3.91  -1.17  -0.15
Li  2.63  -0.60  -1.89
Ta  0.00  0.00  0.00
N  -0.56  -1.49  -1.27
N  -0.31  1.70  -1.02
C  -0.42  -2.94  -0.93
C  0.31  3.05  -1.12
C  0.77  -3.54  -1.70
C  -1.72  -3.70  -1.26
C  -0.15  -3.06  0.58
C  0.01  3.68  -2.49
C  -0.22  3.97  0.01
C  1.84  2.91  -0.96
H  0.67  -3.36  -2.79
H  0.83  -4.64  -1.56
H  1.72  -3.11  -1.34
H  -2.59  -3.22  -0.77
H  -1.65  -4.74  -0.90
H  -1.92  -3.74  -2.34
H  0.75  -2.49  0.88
H  0.04  -4.12  0.85
H  -1.01  -2.71  1.17
H  0.32  2.99  -3.31
H  0.57  4.62  -2.61
H  -1.06  3.91  -2.62
H  -1.32  4.04  -0.03
H  0.18  4.99  -0.09
H  0.06  3.56  0.99
H  2.09  2.39  -0.03
H  2.31  3.91  -0.96
H  2.25  2.35  -1.82
C  -1.71  1.62  -1.43
H  -2.12  0.62  -1.15
H  -2.36  2.37  -0.93
H  -1.85  1.71  -2.52
C  -1.15  -1.20  -2.58
H  -2.24  -1.40  -2.61
H  -0.98  -0.14  -2.83
H  -0.68  -1.81  -3.38
S  0.00  0.00  2.00
C  0.00  0.00  3.81
N  0.00  0.00  5.07

Output
net charge = +2
Kohn-Sham gap (spin up / spin down) = 0.236 / 0.219 Ha


# 2
C12H24N | ωB97M-V/def2-TZVPD

Cartesian coordinates (Å):
C  -2.63  -1.31  0.92
C  -1.71  -0.76  -0.24
C  -0.48  -0.27  -0.21
C  1.19  -0.92  1.53
C  1.52  -1.91  0.75
C  1.46  -0.79  3.00
C  -0.49  2.41  1.29
C  -0.98  1.15  -2.20
C  -0.17  -1.31  -2.55
C  1.52  0.38  -1.78
C  0.66  1.46  0.93
C  -0.07  0.00  -1.61
N  0.25  0.04  0.99
H  -3.60  -0.70  0.92
H  -2.08  -1.02  1.81
H  -2.24  -0.70  -1.25
H  -2.89  -2.36  0.77
H  1.27  -2.04  -0.28
H  1.96  -2.70  1.29
H  0.90  -1.66  3.51
H  1.02  0.22  3.39
H  2.55  -1.02  3.21
H  -0.57  2.52  2.46
H  -0.21  3.39  0.87
H  -1.46  2.15  0.90
H  -0.95  2.03  -1.51
H  -2.04  0.84  -2.31
H  -0.50  1.32  -3.18
H  0.32  -1.27  -3.50
H  0.34  -2.09  -1.86
H  -1.26  -1.41  -2.87
H  2.15  -0.22  -1.05
H  1.66  1.47  -1.72
H  1.69  0.14  -2.85
H  1.58  1.49  1.53
H  1.08  1.61  -0.15
H  -0.52  -0.02  1.67

Output
net charge = +1
SMILES = C=C(C)[N@@H+](CC)/C(=C\C)C(C)(C)C
Kohn-Sham gap = 0.388 Ha


# 3
C12H24N2O3S | ωB97M-V/def2-TZVPD

Cartesian coordinates (Å):
C  -0.10  -0.87  0.81
O  -0.81  0.43  0.85
H  0.81  -0.81  0.21
H  0.22  -1.22  1.79
H  -0.77  -1.59  0.33
H  -0.40  1.11  1.39
C  -0.98  1.76  3.93
O  -0.27  2.21  2.87
H  -1.69  0.95  3.76
H  -0.33  1.26  4.65
H  -1.64  2.50  4.38
H  0.11  3.05  3.16
N  -0.04  1.65  -2.18
C  -1.13  2.50  -2.10
C  -1.63  2.69  -3.36
C  -0.78  2.05  -4.21
C  0.21  1.47  -3.50
H  0.45  1.20  -1.41
H  -1.46  2.67  -1.08
H  -2.50  3.26  -3.64
H  -0.85  1.87  -5.27
H  1.08  0.89  -3.75
N  3.96  2.25  -0.40
C  4.17  0.90  -0.66
C  5.55  0.73  -0.84
C  6.16  1.97  -0.56
C  5.18  2.87  -0.33
H  3.05  2.68  -0.30
H  3.40  0.15  -0.80
H  6.03  -0.23  -0.96
H  7.22  2.13  -0.51
H  5.40  3.90  -0.09
C  -3.47  -3.27  0.70
S  -3.12  -4.84  1.64
O  -4.03  -4.74  2.89
C  -3.99  -6.02  0.52
H  -4.51  -3.04  0.46
H  -3.02  -3.34  -0.29
H  -2.91  -2.47  1.17
H  -4.97  -5.61  0.29
H  -4.11  -7.03  0.92
H  -3.48  -6.05  -0.44

Output
Kohn-Sham gap = 0.304 Ha


Taking the records one at a time from the top gives energy above the lowest of the compared OMol25 structures with the same formula, charge and spin values of 7.631 2.538 4.537 eV.